(1)
Below is C12H25BN2O4 in the gas phase in a non-equilibrium geometry, with properties calculated with ωB97M-V/def2-TZVPD.

Atoms and positions in Å:
1 C -0.822 -4.036 2.635
2 C -1.910 -3.018 3.114
3 C -3.315 -3.650 3.273
4 C -1.986 -1.864 2.130
5 C -0.691 -1.051 2.147
6 O 0.356 -1.605 1.786
7 N -0.701 0.260 2.580
8 C 0.476 1.118 2.345
9 C 0.610 1.505 0.895
10 O 0.813 2.672 0.652
11 N 0.648 0.500 -0.014
12 C 1.188 0.750 -1.384
13 C 0.354 1.876 -1.997
14 C 0.361 1.860 -3.539
15 C 1.768 2.063 -3.979
16 C -0.574 2.958 -4.108
17 B 2.758 0.936 -1.360
18 O 3.672 0.236 -2.213
19 O 3.360 1.780 -0.430
20 H -0.857 -4.855 3.356
21 H -0.948 -4.458 1.590
22 H 0.130 -3.545 2.671
23 H -1.615 -2.554 4.074
24 H -4.116 -3.053 3.605
25 H -3.180 -4.467 3.955
26 H -3.662 -4.258 2.429
27 H -2.811 -1.184 2.328
28 H -2.149 -2.289 1.170
29 H -1.578 0.781 2.690
30 H 0.340 2.138 2.892
31 H 1.385 0.660 2.668
32 H 0.474 -0.469 0.273
33 H 1.028 -0.131 -1.973
34 H -0.688 1.768 -1.657
35 H 0.502 2.901 -1.532
36 H 0.053 0.891 -3.918
37 H 1.855 2.161 -5.077
38 H 2.405 1.182 -3.721
39 H 2.275 2.922 -3.577
40 H -0.775 2.837 -5.164
41 H 0.034 3.884 -3.997
42 H -1.513 2.965 -3.615
43 H 4.520 0.751 -1.966
44 H 2.527 2.129 -0.037

Calculated values
Gap between HOMO and LUMO ... 10.0 eV
SMILES string ... CC(C)CC(=O)NCC(=O)N[C@@H](CC(C)C)B(O)O
Highest occupied orbital energy ... -9.5 eV
Multiplicity ... 1
Energy relative to the best compared isomer or geometry (same formula, charge and spin) ... 21.08 kcal per mole
DFT total energy ... -24699.1683 eV


(2)
Below is a molecular structure, C36H32ClP2Tl in a non-equilibrium geometry, with properties calculated with ωB97M-V/def2-TZVPD.

Atoms and positions in Å:
1 C -1.848 0.196 -0.960
2 C -2.418 0.528 0.288
3 C -2.377 1.856 0.742
4 C -1.831 2.845 -0.073
5 C -1.294 2.518 -1.318
6 C -1.283 1.191 -1.752
7 P -3.075 -0.769 1.344
8 C -4.078 -0.144 2.689
9 C -3.442 0.318 3.856
10 C -4.201 0.817 4.911
11 C -5.598 0.843 4.819
12 C -6.235 0.359 3.670
13 C -5.484 -0.143 2.607
14 Tl 0.401 -1.370 0.973
15 P 3.377 -0.294 -0.607
16 C 2.694 1.265 -0.035
17 C 2.512 2.344 -0.918
18 C 1.916 3.516 -0.459
19 C 1.441 3.603 0.853
20 C 1.593 2.521 1.720
21 C 2.283 1.389 1.305
22 C 5.122 -0.434 -0.246
23 C 5.806 -1.607 -0.629
24 C 7.161 -1.750 -0.332
25 C 7.842 -0.735 0.351
26 C 7.164 0.426 0.740
27 C 5.808 0.581 0.451
28 C 3.047 -0.486 -2.357
29 C 1.745 -0.832 -2.776
30 C 1.457 -0.911 -4.137
31 C 2.462 -0.684 -5.086
32 C 3.762 -0.379 -4.670
33 C 4.060 -0.281 -3.310
34 C -3.990 -1.923 0.329
35 C -4.729 -1.480 -0.783
36 C -5.434 -2.403 -1.558
37 C -5.400 -3.763 -1.233
38 C -4.671 -4.204 -0.122
39 C -3.970 -3.291 0.666
40 H 5.269 -2.397 -1.159
41 H 7.687 -2.655 -0.636
42 H 8.902 -0.850 0.582
43 H 7.692 1.216 1.275
44 H 5.277 1.486 0.750
45 H 2.840 2.258 -1.957
46 H 1.798 4.360 -1.139
47 H 0.937 4.508 1.194
48 H 1.172 2.539 2.727
49 H 2.473 0.585 2.022
50 H 0.969 -1.036 -2.030
51 H 0.443 -1.153 -4.461
52 H 2.232 -0.753 -6.150
53 H 4.551 -0.217 -5.405
54 H 5.074 -0.040 -2.985
55 H -4.750 -0.418 -1.040
56 H -6.009 -2.054 -2.417
57 H -5.944 -4.484 -1.846
58 H -4.651 -5.265 0.131
59 H -3.401 -3.618 1.539
60 H -2.351 0.264 3.920
61 H -3.705 1.188 5.808
62 H -6.191 1.235 5.647
63 H -7.323 0.369 3.602
64 H -5.976 -0.529 1.712
65 H -2.779 2.103 1.727
66 H -1.814 3.880 0.275
67 H -0.859 3.297 -1.947
68 H -0.838 0.932 -2.715
69 H -1.865 -0.841 -1.314
70 H 2.712 -1.348 0.063
71 H -1.943 -1.417 1.887
72 Cl 0.071 -0.376 3.391

Calculated values
Gap between HOMO and LUMO ... 8.5 eV
Highest occupied orbital energy ... -14.3 eV
Multiplicity ... 1
Net charge ... +2
Energy relative to the best compared isomer or geometry (same formula, charge and spin) ... 0.00 kcal per mole
DFT total energy ... -73632.2342 eV


(3)
Below is C16H15ClN2O3 in the gas phase in a non-equilibrium geometry, with properties calculated with ωB97M-V/def2-TZVPD.

Atoms and positions in Å:
1 C 4.374 -4.152 0.676
2 C 2.911 -4.096 0.358
3 C 2.185 -5.270 0.190
4 C 0.839 -5.230 -0.127
5 C 0.193 -4.016 -0.275
6 C 0.902 -2.832 -0.099
7 C 0.208 -1.540 -0.242
8 N 0.639 -0.504 0.510
9 N -0.734 -1.503 -1.111
10 O -1.409 -0.252 -1.212
11 C -2.293 0.028 -0.270
12 O -2.631 -0.680 0.637
13 C -2.753 1.479 -0.460
14 O -1.630 2.232 -0.046
15 C -1.677 3.588 -0.109
16 C -2.764 4.339 -0.538
17 C -2.691 5.723 -0.557
18 C -1.542 6.375 -0.151
19 C -0.449 5.640 0.280
20 C -0.520 4.262 0.299
21 Cl 0.829 3.328 0.832
22 C 2.257 -2.881 0.213
23 H 4.929 -4.530 -0.183
24 H 4.558 -4.826 1.511
25 H 4.760 -3.168 0.927
26 H 2.684 -6.222 0.306
27 H 0.290 -6.150 -0.258
28 H -0.855 -3.963 -0.520
29 H 1.254 -0.667 1.287
30 H 0.173 0.388 0.466
31 H -3.623 1.674 0.178
32 H -2.989 1.667 -1.513
33 H -3.669 3.848 -0.857
34 H -3.546 6.289 -0.893
35 H -1.490 7.452 -0.168
36 H 0.457 6.131 0.601
37 H 2.821 -1.964 0.317

Calculated values
Gap between HOMO and LUMO ... 9.6 eV
SMILES string ... Cc1cccc(/C(N)=N/OC(=O)COc2ccccc2Cl)c1
Highest occupied orbital energy ... -8.9 eV
Multiplicity ... 1
Energy relative to the best compared isomer or geometry (same formula, charge and spin) ... 58.02 kcal per mole
DFT total energy ... -38479.5117 eV


(4)
Below is a molecular structure, C24H60F10Li2N5O32S10 in a non-equilibrium geometry, with properties calculated with ωB97M-V/def2-TZVPD.

Atoms and positions in Å:
1 Li 2.986 0.031 0.919
2 Li 2.286 2.371 1.039
3 N -3.273 5.022 -3.872
4 S -3.365 6.631 -4.460
5 O -2.675 6.899 -5.667
6 O -3.478 7.665 -3.457
7 F -4.901 6.474 -4.928
8 S -1.744 5.067 -3.527
9 O -1.249 6.076 -2.620
10 O -0.964 4.637 -4.672
11 F -1.672 3.787 -2.593
12 N 1.715 -1.505 -6.322
13 S 2.950 -1.293 -5.168
14 O 4.038 -0.370 -5.380
15 O 3.353 -2.509 -4.504
16 F 2.053 -0.483 -4.123
17 S 2.546 -2.044 -7.543
18 O 3.053 -3.386 -7.343
19 O 3.327 -1.065 -8.265
20 F 1.291 -2.174 -8.523
21 N 1.184 0.787 0.688
22 S -0.356 0.557 1.456
23 O -0.926 -0.747 1.482
24 O -1.210 1.706 1.394
25 F 0.202 0.660 2.963
26 S 0.603 0.491 -0.742
27 O -0.015 1.606 -1.401
28 O 0.096 -0.819 -0.961
29 F 2.024 0.473 -1.483
30 N 3.897 1.811 1.868
31 S 5.469 2.319 1.459
32 O 6.335 1.348 0.876
33 O 6.065 3.264 2.363
34 F 5.054 3.219 0.224
35 S 4.192 1.546 3.409
36 O 4.051 2.713 4.231
37 O 5.150 0.523 3.742
38 F 2.824 0.734 3.695
39 N -1.378 -0.603 -5.856
40 S -1.967 -0.106 -4.482
41 O -2.393 -1.095 -3.523
42 O -2.670 1.161 -4.455
43 F -0.553 0.375 -3.874
44 S -2.938 -1.011 -6.503
45 O -3.845 0.037 -6.877
46 O -3.526 -2.231 -6.019
47 F -2.360 -1.515 -7.904
48 C 0.127 -2.893 -2.906
49 O -0.004 -3.240 -4.272
50 C -0.867 -4.307 -4.429
51 C -0.796 -4.908 -5.794
52 O -1.123 -3.888 -6.742
53 C -1.267 -4.347 -8.065
54 H 0.080 -3.797 -2.276
55 H -0.764 -2.336 -2.611
56 H 1.041 -2.333 -2.749
57 H -1.884 -4.035 -4.098
58 H -0.685 -5.135 -3.711
59 H -1.511 -5.728 -5.911
60 H 0.238 -5.199 -6.012
61 H -2.300 -4.090 -8.344
62 H -1.174 -5.419 -8.255
63 H -0.668 -3.715 -8.723
64 C -3.427 -1.077 7.555
65 O -4.594 -1.037 6.750
66 C -4.874 -2.235 6.054
67 C -3.964 -2.431 4.828
68 O -2.642 -2.776 5.119
69 C -1.889 -2.970 3.931
70 H -3.530 -1.784 8.383
71 H -3.210 -0.081 7.939
72 H -2.581 -1.323 6.909
73 H -5.917 -2.130 5.768
74 H -4.742 -3.137 6.668
75 H -4.045 -1.453 4.332
76 H -4.469 -3.160 4.181
77 H -0.904 -3.312 4.254
78 H -1.826 -2.079 3.307
79 H -2.301 -3.844 3.415
80 C 3.216 3.763 -2.011
81 O 2.545 3.521 -0.801
82 C 1.505 4.472 -0.600
83 C 1.601 5.125 0.788
84 O 1.322 4.050 1.696
85 C 1.160 4.464 3.027
86 H 3.587 4.786 -2.121
87 H 2.648 3.534 -2.920
88 H 4.064 3.081 -2.109
89 H 0.528 4.000 -0.721
90 H 1.555 5.316 -1.291
91 H 0.878 5.932 0.903
92 H 2.618 5.486 0.969
93 H 1.999 5.006 3.472
94 H 1.090 3.598 3.694
95 H 0.201 4.963 3.200
96 C -2.236 -4.714 0.033
97 O -3.309 -4.488 -0.866
98 C -3.776 -3.144 -0.860
99 C -4.374 -2.685 0.474
100 O -5.036 -1.442 0.212
101 C -4.204 -0.347 0.522
102 H -2.044 -5.783 -0.057
103 H -2.463 -4.422 1.059
104 H -1.344 -4.185 -0.321
105 H -4.593 -3.104 -1.579
106 H -3.002 -2.446 -1.195
107 H -3.574 -2.566 1.212
108 H -5.162 -3.326 0.877
109 H -4.771 0.550 0.264
110 H -3.258 -0.197 -0.010
111 H -3.957 -0.361 1.592
112 C 1.495 4.667 6.504
113 O 1.795 3.338 6.815
114 C 0.728 2.439 7.065
115 C -0.131 2.276 5.810
116 O -1.324 1.556 6.171
117 C -2.166 1.358 5.075
118 H 2.362 5.174 6.090
119 H 1.154 5.157 7.431
120 H 0.626 4.829 5.856
121 H 0.118 2.810 7.900
122 H 1.163 1.524 7.456
123 H 0.477 1.709 5.105
124 H -0.557 3.193 5.401
125 H -3.016 0.787 5.453
126 H -1.737 0.702 4.305
127 H -2.442 2.251 4.500
128 C 4.893 -0.366 -1.727
129 O 4.259 -0.662 -0.484
130 C 4.689 -1.933 -0.005
131 C 4.435 -2.008 1.489
132 O 3.084 -1.744 1.827
133 C 2.368 -2.911 2.225
134 H 4.849 -1.189 -2.444
135 H 5.960 -0.219 -1.519
136 H 4.478 0.530 -2.176
137 H 5.754 -2.112 -0.183
138 H 4.156 -2.697 -0.582
139 H 5.089 -1.273 1.972
140 H 4.860 -2.928 1.902
141 H 2.785 -3.444 3.078
142 H 2.175 -3.542 1.357
143 H 1.391 -2.544 2.544

Calculated values
Gap between HOMO and LUMO ... 6.1 eV
Highest occupied orbital energy ... -2.1 eV
Multiplicity ... 1
Net charge ... -3
Energy relative to the best compared isomer or geometry (same formula, charge and spin) ... 37.53 kcal per mole
DFT total energy ... -234762.0003 eV


(5)
Below is a molecular structure, C24H36IrN2O7S2Si4 in a non-equilibrium geometry, with properties calculated with ωB97M-V/def2-TZVPD.

Atoms and positions in Å:
1 Ir 0.061 -0.594 -0.356
2 O 0.314 -0.832 6.071
3 C 0.236 -0.626 4.900
4 C 1.417 -0.231 3.978
5 O 2.535 -0.009 4.367
6 C 0.825 -0.153 2.656
7 C -0.522 -0.404 2.635
8 O -1.221 -0.393 1.557
9 C -1.012 -0.651 4.018
10 O -2.148 -0.771 4.381
11 O 1.425 0.289 1.523
12 O 0.440 -4.718 1.723
13 C 0.010 -5.457 0.682
14 C -0.075 -6.837 0.869
15 C -0.531 -7.655 -0.142
16 C -0.911 -7.114 -1.370
17 C -0.810 -5.756 -1.572
18 C -0.345 -4.906 -0.563
19 C -0.242 -3.451 -0.806
20 O 0.159 -2.676 0.153
21 N -0.557 -3.013 -1.983
22 N -0.482 -1.636 -2.085
23 C -0.724 -1.219 -3.279
24 S -1.056 -2.394 -4.532
25 C -1.139 -1.134 -5.850
26 C -1.702 0.134 -5.249
27 S -0.768 0.464 -3.722
28 H 0.430 -3.782 1.448
29 H 0.225 -7.232 1.831
30 H -0.591 -8.723 0.020
31 H -1.280 -7.758 -2.157
32 H -1.090 -5.317 -2.520
33 H -1.781 -1.525 -6.638
34 H -0.133 -0.982 -6.239
35 H -2.749 0.009 -4.977
36 H -1.589 1.000 -5.899
37 C -2.011 2.982 -0.706
38 Si -2.160 1.421 0.327
39 C -3.111 1.739 1.895
40 C -2.953 0.113 -0.751
41 Si 0.691 1.568 0.573
42 Si 2.487 1.600 -1.029
43 C 2.164 3.224 -1.931
44 C 4.075 1.620 -0.031
45 C 2.577 0.201 -2.285
46 Si 0.804 3.385 2.106
47 C 0.619 5.063 1.275
48 C 2.520 3.338 2.860
49 C -0.467 3.337 3.498
50 H -3.014 3.289 -1.025
51 H -1.411 2.814 -1.603
52 H -1.576 3.817 -0.155
53 H -4.174 1.803 1.642
54 H -2.824 2.674 2.372
55 H -2.991 0.933 2.614
56 H -4.045 0.191 -0.684
57 H -2.682 -0.889 -0.425
58 H -2.667 0.237 -1.794
59 H 2.072 4.054 -1.228
60 H 1.237 3.168 -2.509
61 H 2.976 3.462 -2.626
62 H 4.221 2.582 0.465
63 H 4.944 1.426 -0.664
64 H 4.044 0.852 0.745
65 H 1.858 0.345 -3.092
66 H 2.384 -0.774 -1.827
67 H 3.576 0.158 -2.727
68 H 1.417 5.262 0.558
69 H 0.673 5.833 2.051
70 H -0.334 5.187 0.759
71 H 3.274 3.697 2.158
72 H 2.807 2.333 3.181
73 H 2.545 3.983 3.742
74 H -1.315 3.986 3.277
75 H -0.002 3.701 4.418
76 H -0.850 2.337 3.703

Calculated values
Gap between HOMO and LUMO (spin up / spin down) ... 7.0 / 7.1 eV
Highest occupied orbital energy (spin up / spin down) ... -8.1 / -8.0 eV
Multiplicity ... 2
Energy relative to the best compared isomer or geometry (same formula, charge and spin) ... 17.00 kcal per mole
DFT total energy ... -98804.6822 eV


(6)
Below is CH3NO2S in the gas phase in a non-equilibrium geometry, with properties calculated with ωB97M-V/def2-TZVPD.

Atoms and positions in Å:
1 C 1.871 -0.308 -0.474
2 N -0.394 0.002 0.554
3 O 2.214 -1.374 0.101
4 O 0.968 2.050 -0.607
5 S 1.048 1.144 0.515
6 H 1.629 -0.195 -1.480
7 H -0.419 -0.369 1.486
8 H -0.068 -0.725 -0.051

Calculated values
Gap between HOMO and LUMO ... 9.4 eV
Highest occupied orbital energy ... -9.8 eV
Multiplicity ... 1
Energy relative to the best compared isomer or geometry (same formula, charge and spin) ... 49.22 kcal per mole
DFT total energy ... -17503.3356 eV